(1)
C5H8O in the gas phase, computed with ωB97M-V/def2-TZVPD.

Geometry as XYZ:
```
14
Properties=species:S:1:pos:R:3:nbo_charge:R:1
C -0.09699 0.54510 -1.09489 -0.398
C 1.20822 -0.01467 -0.46773 -0.434
C 0.79007 -0.67080 0.83114 0.051
O 0.32621 0.26767 1.79810 -0.498
C -0.64231 -0.47180 1.05968 0.050
C -1.24040 0.35177 -0.06161 -0.434
H -0.33178 -0.00572 -2.01293 0.205
H 0.01092 1.59599 -1.37790 0.212
H 1.69420 -0.73971 -1.12938 0.211
H 1.93467 0.77774 -0.25815 0.220
H 1.34977 -1.51455 1.23497 0.192
H -1.25196 -1.16304 1.64212 0.192
H -2.11004 -0.14657 -0.50168 0.211
H -1.58240 1.31031 0.34473 0.220
```

As for the total energy: -270.5154 Ha. As for the highest occupied orbital energy: -10.0 eV. The orbital gap is 11.2 eV. Its total charge is 0. As for the energy above the lowest of the compared OMol25 structures with the same formula, charge and spin: 1.156 eV. As for the structure (SMILES): C1C[C@@H]2O[C@@H]2C1.

=====

(2)
A molecular structure, C2H2FLiMgO in a non-equilibrium geometry, computed with ωB97M-V/def2-TZVPD.

Geometry as XYZ:
```
8
Properties=species:S:1:pos:R:3:nbo_charge:R:1
C 0.65876 0.03540 -0.19493 -0.034
F 0.35448 -1.31211 -0.32025 -0.393
H 1.27033 0.29320 -1.07015 0.208
C -1.29326 1.44194 0.29234 -0.036
O -0.93359 0.59461 -0.58233 -0.545
Mg 0.41004 1.16466 1.68662 1.618
Li -1.83242 -1.58332 -0.49093 0.984
H -2.29466 1.86237 0.09121 0.197
```

As for the total energy: -459.4027 Ha. As for the highest occupied orbital energy: -19.3 eV. The orbital gap is 9.4 eV. Its total charge is +2. As for the energy above the lowest of the compared OMol25 structures with the same formula, charge and spin: 1.719 eV.

=====

(3)
2 unconnected molecules or ions with the total composition C20H21F3NO5S in a non-equilibrium geometry, computed with ωB97M-V/def2-TZVPD.

Geometry as XYZ:
```
51
Properties=species:S:1:pos:R:3:nbo_charge:R:1
C 3.35729 -2.66891 1.05347 -0.623
C 2.44809 -1.48794 1.29335 -0.081
O 1.15188 -1.97933 1.74381 -0.554
C 0.38906 -1.06597 2.44127 0.802
C -1.06303 -1.63115 2.65784 -0.208
C -2.30496 -0.99653 2.62370 0.373
O -2.48689 -0.04408 1.64228 -0.658
C -3.68135 -1.52655 2.88000 -0.466
C -4.21570 -2.19155 1.59210 -0.391
C -3.70093 -3.58047 1.33895 -0.410
C -2.34468 -3.68212 0.65480 -0.403
C -1.22933 -3.94883 1.65872 -0.394
C -1.12539 -3.08987 2.95609 -0.441
O 0.83658 -0.02625 2.88743 -0.582
H 4.35098 -2.29876 0.84421 0.218
H 3.45271 -3.30852 1.94595 0.204
H 3.05962 -3.28540 0.20640 0.208
H 2.89899 -0.80904 2.01723 0.206
H 2.28415 -0.93204 0.34225 0.206
H -3.63214 -2.21344 3.72953 0.208
H -4.34781 -0.70272 3.16043 0.236
H -5.30931 -2.21932 1.59811 0.207
H -3.92603 -1.54531 0.76473 0.219
H -3.63335 -4.15888 2.25558 0.191
H -4.40725 -4.15692 0.74103 0.207
H -2.34792 -4.50713 -0.07523 0.209
H -2.12719 -2.78757 0.06452 0.201
H -1.35443 -5.00056 1.97557 0.193
H -0.26098 -3.87711 1.14162 0.226
H -0.18684 -3.31803 3.46662 0.217
H -1.89264 -3.32143 3.71225 0.210
F -0.72501 1.81021 2.24806 -0.311
C -0.76980 1.61574 0.92373 0.937
F -1.73669 2.43140 0.42600 -0.319
F 0.41240 1.96099 0.39877 -0.285
S -1.28734 -0.31144 0.49155 0.442
N 0.98342 3.29556 -2.12310 -0.682
C 2.26474 2.91592 -2.50712 0.628
O 2.95829 2.05124 -1.97988 -0.653
C 2.63872 3.82090 -3.65734 -0.122
C 1.51130 4.55988 -3.97697 -0.110
C 1.54450 5.62524 -4.84531 -0.203
C 2.81016 6.01705 -5.34414 -0.229
C 3.96653 5.29519 -4.98272 -0.235
C 3.87930 4.15508 -4.16020 -0.195
C 0.42080 4.20929 -2.99507 0.623
O -0.71564 4.67974 -2.93965 -0.645
H 0.62091 6.14163 -5.10935 0.219
H 2.89583 6.88975 -5.98001 0.197
H 4.93667 5.63472 -5.32758 0.196
H 4.73972 3.56364 -3.87430 0.215
```

As for the total energy: -1903.4307 Ha. As for the highest occupied orbital energy: -4.6 eV. The orbital gap is 6.7 eV. Its total charge is -1.

=====

(4)
2 unconnected molecules or ions with the total composition CF2O in a non-equilibrium geometry, computed with ωB97M-V/def2-TZVPD.

Geometry as XYZ:
```
4
Properties=species:S:1:pos:R:3:nbo_charge:R:1
C -0.08644 -0.91172 0.50857 0.713
O -0.15362 1.31395 -1.29522 -0.216
F -0.65123 -0.06611 -0.30488 -0.216
F 0.89129 -0.33612 1.09153 -0.281
```

As for the total energy: -312.7549 Ha. As for the highest occupied orbital energy (spin up / spin down): -11.8 / -11.8 eV. The orbital gap (spin up / spin down) is 9.2 / 9.2 eV. Its total charge is 0. As for the energy above the lowest of the compared OMol25 structures with the same formula, charge and spin: 9.062 eV.

=====

(5)
4 unconnected molecules or ions with the total composition C20H55B2NO14P3 in a non-equilibrium geometry, computed with ωB97M-V/def2-TZVPD.

Geometry as XYZ:
```
95
Properties=species:S:1:pos:R:3:lowdin_charge:R:1
C 1.21587 -1.98896 3.86726 -0.158
C -0.02735 -2.00904 2.93940 -0.253
B 0.30519 -1.90242 1.32503 -0.640
N 0.68972 -0.47081 0.84034 0.012
B 1.43175 -3.06102 0.79479 -0.581
O 2.57567 -2.70457 0.00558 0.049
O 1.33648 -4.42938 1.12388 0.078
H 1.66784 -0.98944 3.88699 0.046
H 0.85759 -2.15664 4.90235 0.049
H 1.94034 -2.79007 3.67356 0.057
H -0.58776 -2.94297 3.12102 0.068
H -0.63872 -1.12358 3.19606 0.069
H -0.75163 -2.18180 0.73688 0.067
H 0.18792 0.25357 1.34159 0.005
H 1.68740 -0.30448 0.85657 0.008
H 3.20066 -2.36385 0.65720 0.075
H 0.47355 -4.62228 1.50229 0.080
O -1.33924 -5.74772 -3.99128 -0.199
P -0.85387 -4.55076 -4.77403 0.705
O -0.04771 -5.39823 -5.95430 -0.242
C -0.80690 -6.07222 -6.94923 -0.298
C -1.37342 -5.10365 -7.97447 -0.085
O 0.38771 -4.23421 -3.74444 -0.255
C 0.21083 -4.37028 -2.31982 -0.253
C 0.92113 -5.61219 -1.83033 -0.067
O -0.42424 -3.11924 -5.58104 -0.285
C 0.89209 -2.54924 -5.58768 -0.285
C 1.92953 -3.37445 -6.31529 -0.076
H -1.60811 -6.65312 -6.48203 0.105
H -0.13171 -6.77438 -7.44094 0.116
H -2.10232 -4.42983 -7.51620 0.070
H -1.86829 -5.64542 -8.78302 0.073
H -0.58460 -4.48247 -8.39852 0.071
H -0.84486 -4.38453 -2.05332 0.110
H 0.64938 -3.48932 -1.84874 0.114
H 0.62911 -6.49888 -2.39815 0.069
H 0.71064 -5.78456 -0.77785 0.063
H 2.00005 -5.50307 -1.95268 0.085
H 1.21570 -2.30069 -4.57911 0.115
H 0.79377 -1.59230 -6.10911 0.118
H 2.18394 -4.27597 -5.76031 0.073
H 2.84447 -2.79072 -6.43852 0.081
H 1.57261 -3.67592 -7.30048 0.069
O -1.53492 3.48736 -4.88991 -0.229
P -1.45286 2.90015 -3.51087 0.622
O -2.59002 1.72092 -3.58137 -0.218
C -2.33777 0.57919 -4.40300 -0.278
C -1.34176 -0.35380 -3.74280 -0.064
O -2.29078 4.08653 -2.71960 -0.246
C -2.20010 5.44168 -3.15015 -0.299
C -3.47443 5.84747 -3.86377 -0.081
O -0.79941 2.36852 -2.10524 -0.218
C -1.37548 2.52637 -0.80461 -0.262
C -2.64866 1.74418 -0.58316 -0.067
H -1.98672 0.89267 -5.39074 0.106
H -3.29067 0.06619 -4.53954 0.116
H -0.36178 0.12308 -3.65201 0.080
H -1.22185 -1.27192 -4.32456 0.052
H -1.66459 -0.61504 -2.73479 0.083
H -1.32920 5.59636 -3.78675 0.102
H -2.06403 6.05939 -2.25819 0.113
H -3.72423 5.14584 -4.65896 0.074
H -3.37935 6.84731 -4.29313 0.072
H -4.31399 5.84880 -3.16566 0.073
H -1.50595 3.58063 -0.56131 0.108
H -0.61774 2.15141 -0.11343 0.108
H -3.48305 2.16937 -1.14204 0.068
H -2.91352 1.76319 0.47572 0.081
H -2.52906 0.70716 -0.89326 0.075
O 0.96540 1.32043 5.54364 -0.194
P 1.59985 2.62958 5.88715 0.637
O 1.80805 2.47837 7.51305 -0.222
C 2.76898 1.53755 7.98916 -0.284
C 4.18908 2.04664 7.81118 -0.082
O 0.23438 3.55235 5.85494 -0.250
C -0.81260 3.24936 4.92542 -0.283
C -1.97884 2.60623 5.64668 -0.074
O 2.54784 3.97966 5.77327 -0.229
C 2.15454 5.28473 6.19319 -0.277
C 1.97598 5.43854 7.68725 -0.077
H 2.63623 0.57713 7.48361 0.112
H 2.56302 1.38555 9.04923 0.116
H 4.43983 2.14605 6.75214 0.072
H 4.90300 1.36026 8.26934 0.076
H 4.30809 3.03170 8.26353 0.068
H -0.45211 2.61116 4.11962 0.105
H -1.13123 4.19293 4.47466 0.114
H -1.65586 1.75303 6.24213 0.076
H -2.73782 2.27227 4.93740 0.077
H -2.43732 3.31989 6.33530 0.072
H 1.27179 5.61871 5.65042 0.111
H 2.96693 5.94303 5.87416 0.118
H 1.08581 4.91866 8.03874 0.072
H 1.86518 6.49539 7.93971 0.079
H 2.83350 5.03894 8.22832 0.069
```

As for the total energy: -2977.0356 Ha. As for the highest occupied orbital energy: -3.6 eV. The orbital gap is 4.0 eV. Its total charge is -1.

=====

total charge of number 1 (C5H8O)?
0